23
Properties=species:S:1:pos:R:3:forces:R:3:mulliken_charge:R:1 method="wB97M-V/def2-TZVPD" homo_lumo_gap_ev=8.21 smiles="C=C[C@@H]([NH3+])[Se]c1ccccc1" relative_energy_kj_mol=111.2 total_charge=+1 e_tot_ha=-2805.97069 mol_weight_da=213.16 homo_ev=-11.86
C 3.10651 -0.05491 1.67081 0.1 3.3 -0.6 -0.81
C 2.60484 -0.87440 0.77595 0.4 -0.9 0.3 -0.20
C 1.52706 -0.58029 -0.14362 -3.6 1.6 0.9 -0.27
N 1.84023 -0.80147 -1.59819 -1.0 1.2 -1.6 -0.25
Se -0.10074 -1.86759 0.11639 0.7 1.1 0.5 0.09
C -1.61639 -0.63106 0.23524 0.8 -1.8 -0.7 0.70
C -2.81462 -1.16265 -0.23842 1.3 2.6 0.5 -0.72
C -3.88160 -0.28301 -0.33826 -1.0 -2.9 0.1 -0.38
C -3.78803 0.96471 0.16312 2.0 0.2 0.5 -0.61
C -2.59729 1.39912 0.78207 -3.3 3.5 0.2 -0.34
C -1.50808 0.63749 0.74517 3.4 0.7 2.2 -0.11
H 4.00910 -0.49087 2.07290 -0.1 0.7 1.2 0.31
H 2.79127 1.10097 1.74708 0.9 -2.9 0.1 0.22
H 3.01686 -1.85569 0.94145 -0.2 -0.8 -0.9 0.32
H 1.25735 0.53391 0.08046 0.0 -2.1 -0.9 0.28
H 2.60288 -1.48638 -1.52665 0.0 0.2 -1.2 0.37
H 2.05140 0.10532 -2.10634 0.8 -1.2 0.9 0.36
H 0.98813 -1.13054 -2.19183 1.6 -0.1 1.7 0.41
H -2.90320 -2.10830 -0.65064 0.1 -1.8 -0.5 0.42
H -4.78871 -0.82589 -0.67601 0.3 1.3 -0.1 0.30
H -4.52123 1.64217 -0.04817 -2.1 1.7 0.1 0.46
H -2.64160 2.45421 1.27503 0.4 -2.1 -1.0 0.26
H -0.59227 1.12276 1.29147 -1.4 -1.5 -1.3 0.18